Record 1
ORCA calculation (ωB97M-V/def2-TZVPD) on a cluster of 2 separate species, C14H29N2O3S in total in a non-equilibrium geometry.

Output
Net charge = +1
Relative energy (zero: lowest compared OMol25 entry of this formula, charge and spin) = 0.0 kcal/mol
DFT total energy = -34937.8111 eV
Highest occupied orbital energy = -10.646 eV
Lowest unoccupied orbital energy = -0.1529 hartree
Frontier orbital gap = 6.5 eV
Spin multiplicity = 1

```
49
C14H29N2O3S | the Open Molecules 2025 dataset | ωB97M-V/def2-TZVPD
H -0.59021 2.78006 1.10563
C 0.06296 0.78832 1.20414
H -0.33252 2.67874 -1.23406
H 3.75681 1.55986 0.01676
O 0.40331 -1.85178 0.12375
H -1.91891 1.67647 1.12556
C -0.92951 1.82370 0.71298
C -1.06152 1.98913 -0.81610
H 1.27264 -3.18706 1.95018
O -0.56719 -0.46446 1.53352
O -2.60025 -4.51627 3.98691
H -4.72402 -1.69096 4.48199
S -2.82784 -3.05154 3.95269
H -4.47077 -2.99764 5.66253
H -3.51815 -1.56610 2.20332
H -5.19824 -3.37037 4.08095
H 2.45578 3.66644 -1.51272
H -0.15197 -0.33742 -3.25064
C -1.03228 0.67869 -1.63994
H 3.47648 3.03138 0.66573
C 1.52002 0.41322 -2.15464
C -3.22722 -2.61570 2.25126
H 1.71727 -1.07389 -3.86322
H 2.48448 0.92663 -5.31376
C 0.08317 0.55533 -2.68522
H -0.03769 1.38671 -3.37733
H 0.50373 1.17360 2.12299
H -0.11741 -2.70134 2.95584
C 0.18807 -1.53905 1.22346
C 0.72830 -2.35923 2.36756
C 2.44528 0.92224 -4.23652
C -4.47475 -2.74528 4.60428
H 1.40891 -1.73301 2.93884
H 1.66500 -0.27173 -1.33079
H 0.88769 0.61409 0.52033
C 2.47069 1.61202 -2.11916
H -2.34034 -2.77434 1.64103
H -1.08612 -0.19547 -1.01031
C 2.27202 -0.29895 -3.36143
H -2.02509 2.45273 -0.98892
H 1.54669 2.57676 -0.39230
H 2.61464 2.90545 -3.94852
N 2.52243 1.97557 -3.55481
H -4.03549 -3.25161 1.88970
C 2.40128 2.68716 -1.04151
H -1.95574 0.66558 -2.21203
N 3.61696 2.53795 -0.20907
H 3.27618 -0.61856 -3.08255
H 3.44242 1.13391 -1.98638
```



Record 2
ORCA calculation (ωB97M-V/def2-TZVPD) on the ion C14H18N with charge +1 in a non-equilibrium geometry.

Output
Net charge = +1
Relative energy (zero: lowest compared OMol25 entry of this formula, charge and spin) = 226.5 kcal/mol
DFT total energy = -16284.2927 eV
Highest occupied orbital energy (alpha / beta) = -11.562 / -11.203 eV
Lowest unoccupied orbital energy (alpha / beta) = -0.1378 / -0.1971 hartree
Frontier orbital gap (alpha / beta) = 7.8 / 5.8 eV
Spin multiplicity = 1

```
33
C14H18N | the Open Molecules 2025 dataset | ωB97M-V/def2-TZVPD
C 3.62909 -0.76577 -0.29690
H -0.05906 -2.05838 2.30799
H -0.54754 -3.25609 -0.18281
C -2.73955 1.79812 0.66040
C 0.58794 1.89611 0.03791
C -1.04677 -2.16589 1.80252
H 2.61710 1.95446 1.64091
H 4.53602 -1.32359 -0.46743
N -0.70110 1.98059 -0.57359
C -0.81699 1.65502 -1.95084
H -1.75655 -1.61715 -1.70235
C 2.43176 -1.16574 -0.76982
H -0.30714 2.41670 -2.54468
H -1.63111 -1.31673 1.91038
H -3.56488 1.59593 1.35201
H -3.16253 2.76495 0.16589
C 2.61191 1.15456 0.93795
H -0.90280 2.92457 -0.54494
C -1.65594 1.26163 0.29432
C -0.75681 -2.20457 0.18765
H -1.57454 -3.10654 2.08681
C -2.04541 -1.77905 -0.61286
C 1.30011 -0.57463 -0.19811
H 4.50235 0.25433 1.39734
H -2.53845 -0.89780 -0.14356
H -0.27800 0.72007 -2.01742
H -1.84422 1.67244 -2.15190
H 0.89872 2.82936 0.60632
C 3.65113 0.32377 0.67507
H 2.45958 -2.07176 -1.47843
C 1.41526 0.85079 0.22214
H -2.94684 -2.50700 -0.65413
C 0.23525 -1.24273 0.00416
```



Record 3
ORCA calculation (ωB97M-V/def2-TZVPD) on a cluster of 9 separate species, C51H90N2O29S2 in total in a non-equilibrium geometry.

Output
Net charge = 0
DFT total energy = -138364.4165 eV
Highest occupied orbital energy = -9.164 eV
SMILES = COCCCCCCCCCCCc1cc2c(c(N=C(C)C)c1S(C)(=O)=O)C(=O)N(CCCS)C2=O.COC(=O)OC.COC(=O)OC.COC(=O)OC.COC(=O)OC.COC(=O)OC.COC(=O)OC.COC(=O)OC.COC(=O)OC
Lowest unoccupied orbital energy = -0.0590 hartree
Frontier orbital gap = 7.6 eV
Spin multiplicity = 1

```
174
C51H90N2O29S2 | the Open Molecules 2025 dataset | ωB97M-V/def2-TZVPD
H 1.60748 0.73476 0.33914
H 1.46090 10.10429 -2.19544
O 1.39188 -5.29850 1.38259
O -2.14759 -14.04225 -5.07035
O -3.53176 5.40054 -0.28930
H -0.74909 -10.84809 -3.43402
N -3.85042 3.04165 0.38523
C -7.02481 -5.34863 1.46155
C -0.06135 -11.68445 -3.57739
H -3.86396 -1.93465 0.06118
C 0.71717 0.65282 1.04317
C 11.32720 9.79162 -4.94205
H -1.60892 -1.51349 8.31991
H -10.70284 -8.08332 5.45941
H -3.94952 -6.19308 1.49191
H 5.29997 4.19418 -1.01234
C -0.77569 1.01708 -1.26833
O 10.65657 10.28841 -8.32456
C 5.82736 6.21085 0.02426
O 3.85790 3.79516 3.44022
H -0.23401 -1.91766 2.05119
H 1.01494 9.89656 -3.89598
C 1.70327 10.40337 -3.21595
O -1.68567 -1.96119 5.69381
C 9.53034 10.53579 -9.16435
H -4.68240 -1.09305 1.42093
C -8.44877 -6.98677 6.26595
H 3.66161 1.52512 -1.70404
H -0.91426 -2.86785 9.22502
C -1.75578 -13.18463 -4.11399
C -10.08968 -8.63257 6.17728
H 3.84914 4.56202 1.48965
H 7.01662 4.80150 -1.21423
H 2.77622 1.90628 3.53447
O -3.95117 -8.16793 0.95341
H -3.68550 -2.81766 4.15287
O 9.25367 10.25284 -6.53712
H -0.96552 5.13659 -2.28440
H 1.13627 0.25150 2.04217
C -3.23874 -9.30404 0.96936
O -1.78411 -3.39665 7.45385
C 10.35602 10.16909 -7.02120
O 2.84320 10.88025 -5.56970
H 3.28925 4.80513 -0.67152
C -5.32477 2.91927 0.08963
H 10.68789 8.93461 -4.71916
O -2.71739 -3.98280 5.58028
H 3.25792 3.31962 -2.62996
H 1.23754 6.90917 -0.95585
H -7.96375 -5.83990 1.20559
H 6.37043 9.78602 -6.07294
H 1.45617 3.30296 -4.49022
C -3.37302 -14.71474 -4.78643
H -5.52818 4.26523 1.85541
C -3.04875 -3.70210 4.21977
H -10.75162 -9.18161 6.84766
H 3.20024 4.98717 -3.38419
H 1.46645 4.64565 -0.72304
O -2.13286 -9.43752 1.43717
C -7.67683 3.76891 1.12010
H -1.89405 -1.94414 1.10815
O -8.28940 -7.02290 5.07042
H 0.75983 4.87759 -3.87312
O 1.14485 -0.89068 -2.97412
O -4.93356 -3.71708 1.70344
H 12.31010 9.61175 -4.50554
C 4.32704 3.67090 2.05292
C 1.26700 3.89761 -3.52819
H -4.19244 -13.99898 -4.69104
H 4.75381 6.33174 -1.97140
H 1.18488 -9.02573 2.35832
H -1.50851 -0.59899 2.41494
H 3.42228 -4.89607 1.18366
O -6.96014 -4.11991 0.74016
C 6.14754 4.71613 -0.45558
O -5.90881 -2.28539 0.23539
H 4.03040 2.65997 1.60840
H 3.16591 8.36092 -0.29029
H -3.12505 -11.91066 1.32839
C 4.89273 7.00307 -1.05929
H 6.43413 2.64724 0.32473
H 1.76252 3.43251 2.98595
H 10.91640 10.70414 -4.50458
H -0.58252 -8.88906 2.38612
C -5.84340 -3.40658 0.96698
O -3.96620 -10.26248 0.37595
N -0.80515 -0.37783 -0.80419
H -6.05256 -5.92199 6.01387
H -4.92860 -0.55562 -0.24548
H 2.59475 -4.06116 2.54313
C 0.20558 3.12022 -2.58373
C 0.34947 -8.38111 2.64164
H -2.40090 -11.47796 -0.25874
H -4.00045 -12.23078 -0.17676
H -5.42456 3.08726 -1.04976
C 2.24753 6.61665 -1.43884
C -0.93272 4.03592 -2.00330
O -3.37586 0.77927 0.93369
H -7.04373 5.49434 2.99729
H 6.38019 3.13253 2.83649
C -2.01672 3.49493 -1.05152
C -6.11298 4.06002 0.89632
C -2.02757 -3.00665 6.19125
H -2.14387 -3.57328 3.62138
S 1.67069 0.53652 -2.95050
H -7.93095 2.65964 1.19024
C 5.91186 3.87335 2.10826
O -2.34061 -12.95655 -3.08336
O 4.75402 9.90190 -4.82513
H -2.36231 -6.82512 1.02646
H 9.89082 10.61368 -10.19045
O 2.07197 0.91045 -4.35367
C -1.85307 1.98318 -0.74293
C 1.48820 -6.41501 2.12693
C -1.09707 -1.29948 1.60136
H 0.86858 -11.29858 -3.99595
H -6.03973 5.02894 0.27409
H 2.28405 7.03250 -2.49933
C 3.48369 10.32242 -4.71323
H -9.44412 -9.34945 5.66521
H 6.12632 4.92986 2.49644
H 6.82844 6.78661 0.01822
H -3.59038 -15.37860 -5.62371
C -0.43626 -0.33785 0.48580
S -8.17194 4.71962 2.67623
C 3.39146 7.25861 -0.47191
H 5.27815 6.29469 1.01750
O 2.40314 -6.70062 2.85977
C -1.05192 -2.44849 8.22789
H 0.35712 -8.18977 3.71747
C -3.06276 1.78413 0.25979
H 5.33743 8.02652 -1.32582
H 5.38530 11.24128 -6.28722
O 0.38865 -7.15340 1.91095
C -6.82793 -5.33614 6.51245
H 9.04803 11.47797 -8.89489
O -7.79037 -6.19273 7.12595
C 6.65653 3.71967 0.69934
O 3.05017 10.01250 -3.47928
H -5.72699 1.87957 0.32518
C -3.32403 -11.53617 0.32169
H -6.20204 -6.00737 1.17513
C 2.50032 -4.41179 1.51276
H -7.31119 -4.65560 5.80779
H 8.81951 9.70826 -9.10961
H -6.36008 -4.74336 7.29897
C -3.23395 4.19243 -0.30443
C -3.28763 -7.05741 1.55859
H 1.59411 11.48737 -3.29275
H 3.10669 -0.06201 -0.94270
C 5.34869 10.16681 -6.09538
H 4.80561 9.65062 -6.89023
O -0.59936 -12.62547 -4.50510
H 4.00119 -0.07869 -2.54135
H -8.23361 4.30798 0.26693
H -0.06774 -2.27034 7.78896
H 7.80165 3.78367 0.76098
H 2.31473 -3.55001 0.87016
C 3.21206 0.50350 -1.93250
C 2.36070 5.01698 -1.32678
H -3.08741 -7.25695 2.61410
H -7.01561 -5.16375 2.53808
H 3.23851 6.72318 0.54288
C 2.64016 3.05094 3.63386
H 0.25522 1.67466 1.28831
O 11.49665 9.94057 -6.35063
H 2.30169 3.21018 4.72758
H 0.16306 -12.16802 -2.62406
C -4.77530 -1.42859 0.38716
O -9.31532 -7.73391 6.96937
C 0.32308 1.59610 -2.24605
C 2.60215 4.25748 -2.71501
H -3.28045 -15.31888 -3.88124
H -3.60238 -4.55484 3.82685
```



Record 4
ORCA calculation (ωB97M-V/def2-TZVPD) on a cluster of 2 separate species, C4H12NO3 in total in a non-equilibrium geometry.

Output
Net charge = -1
Relative energy (zero: lowest compared OMol25 entry of this formula, charge and spin) = 66.4 kcal/mol
DFT total energy = -11973.0718 eV
Highest occupied orbital energy = -2.876 eV
Lowest unoccupied orbital energy = 0.1432 hartree
Frontier orbital gap = 6.8 eV
Spin multiplicity = 1

```
20
C4H12NO3 | the Open Molecules 2025 dataset | ωB97M-V/def2-TZVPD
H 0.21772 -2.42074 0.24323
H -0.81212 -0.40184 2.95537
H -1.30500 -0.77161 1.09921
C -0.45134 0.83558 0.01594
H 1.17804 -0.01067 1.20852
O -0.21995 0.91393 -2.50714
C 0.75297 -1.70487 -0.36236
N -1.37282 0.27110 1.01967
H -0.45392 1.86074 0.31256
O -0.04508 -0.80121 3.46184
C 0.84310 -0.13249 0.01839
H -2.41062 0.54283 0.71947
H -1.57150 -0.28848 -1.70174
H 1.76912 -2.04265 -0.70675
H -1.90512 1.38708 -1.45000
H 1.40201 0.61878 -1.54593
O 1.82501 0.35218 -0.80546
H 0.75674 -0.31993 2.91440
C -1.13954 0.65229 -1.53229
H 0.23344 -1.67354 -1.21811
```



Record 5
ORCA calculation (ωB97M-V/def2-TZVPD) on an isolated molecule of C4H10O2 in a non-equilibrium geometry.

Output
Net charge = 0
Relative energy (zero: lowest compared OMol25 entry of this formula, charge and spin) = 57.4 kcal/mol
DFT total energy = -8403.0597 eV
Highest occupied orbital energy = -9.586 eV
SMILES = COC[C@@H](C)O
Lowest unoccupied orbital energy = 0.0316 hartree
Frontier orbital gap = 10.4 eV
Spin multiplicity = 1

```
16
C4H10O2 | the Open Molecules 2025 dataset | ωB97M-V/def2-TZVPD
H -1.92220 2.37897 0.63304
H 1.03657 0.30692 0.39579
H -0.83295 -1.24844 0.83588
O -1.49762 0.62178 0.38367
C 1.42116 -1.62827 -0.37172
H 1.11340 -2.29176 -1.18087
H -0.31720 2.00564 1.12929
C -1.36331 1.64660 1.25625
C -0.77421 -0.55401 -0.01095
C 0.63051 -0.36078 -0.43548
H -1.47686 1.40160 2.33734
H 2.44947 -1.32981 -0.56431
H -1.50069 -0.74465 -0.79983
H 0.14116 0.86902 -1.84437
H 1.32129 -2.15702 0.58150
O 0.84697 0.22915 -1.69156
```